A structure of composition C2H3NOS2, computed with ωB97M-V with the def2-TZVPD basis set.

ORCA input file:
```
! RIJCOSX wB97M-V def2-TZVPD def2/J DEFGRID3
* xyz 0 1
S 1.402 -0.694 -0.289
S -0.505 1.358 -0.210
O -2.210 -0.719 0.122
N -0.054 -1.190 0.159
C 1.220 0.851 0.576
C -1.126 -0.313 -0.002
H 1.987 1.526 0.116
H -0.398 -2.051 0.539
H 1.544 0.756 1.793
*
```

Properties
Energy relative to the best compared isomer or geometry (same formula, charge and spin) ... 147.1 kJ/mol
Orbital gap ... 8.98 eV
LUMO level ... 0.29 eV
HOMO ... -8.683 eV